Entry 1:
DFT (wB97M-V/def2-TZVPD) results for a single C3H3IN2O molecule in a non-equilibrium geometry.

Geometry as ORCA input:
```
! RIJCOSX wB97M-V def2-TZVPD def2/J DEFGRID3
* xyz 0 1
C 1.044 0.934 -0.232
C 0.168 -0.250 0.032
N 0.589 -1.530 0.194
N -0.375 -2.284 0.447
O -1.467 -1.589 0.508
C -1.161 -0.289 0.234
I -2.566 1.193 0.188
H 2.014 0.953 0.322
H 1.265 0.958 -1.394
H 0.489 1.902 -0.301
*
```

The calculation puts the electronic energy at -16285.3897 eV. Its largest force on an atom is 0.0707 hartree/bohr. The value obtained for the HOMO energy is -9.608 eV. For the orbital gap, the calculation gives 9.77 eV. The SMILES is Cc1nnoc1I.

Calculated atomic charges, method natural (NBO), unit e: C -0.659; C 0.004; N -0.221; N 0.114; O -0.264; C 0.060; I 0.238; H 0.251; H 0.234; H 0.243



Entry 2:
DFT (wB97M-V/def2-TZVPD) results for a single C3H3IN2OS molecule in a non-equilibrium geometry.

Geometry as ORCA input:
```
! RIJCOSX wB97M-V def2-TZVPD def2/J DEFGRID3
* xyz 0 1
N -0.742 0.348 1.729
C -0.952 0.343 0.377
C -0.199 1.162 -0.634
O 0.172 2.151 -1.198
N 0.136 -0.164 -0.587
C 0.952 -1.034 -1.103
S 0.914 -2.673 -0.885
I 2.726 -0.163 -2.128
H -1.254 -0.290 2.224
H 0.227 0.428 1.887
H -1.981 -0.108 0.319
*
```

The calculation puts the electronic energy at -27120.4535 eV. Its largest force on an atom is 0.0727 hartree/bohr. The value obtained for the HOMO energy is -8.818 eV. For the orbital gap, the calculation gives 7.95 eV. The SMILES is N[C@H]1C(=O)N1C(=S)I.

Calculated atomic charges, method natural (NBO), unit e: N -0.781; C 0.082; C 0.673; O -0.485; N -0.564; C -0.020; S -0.011; I 0.119; H 0.387; H 0.379; H 0.221



Entry 3:
DFT (wB97M-V/def2-TZVPD) results for 2 unconnected molecules or ions with the total composition C3H3IO2 in a non-equilibrium geometry.

Geometry as ORCA input:
```
! RIJCOSX wB97M-V def2-TZVPD def2/J DEFGRID3
* xyz 0 1
C -0.132 0.415 0.004
C -0.457 0.107 2.208
C 0.720 0.377 2.734
O -1.657 0.162 2.398
O 1.077 -0.129 -0.300
I 2.448 -0.700 2.478
H -1.045 -0.177 -0.261
H -0.098 1.522 -0.024
H 0.919 -0.782 -0.943
*
```

The calculation puts the electronic energy at -15349.7076 eV. Its largest force on an atom is 0.0749 hartree/bohr. The value obtained for the HOMO energy (spin up / spin down) is -8.451 / -8.253 eV. For the orbital gap (spin up / spin down), the calculation gives 7.22 / 6.75 eV.

Calculated atomic charges, method natural (NBO), unit e: C 0.043; C 0.370; C -0.361; O -0.543; O -0.653; I 0.258; H 0.198; H 0.201; H 0.488



Entry 4:
DFT (wB97M-V/def2-TZVPD) results for a molecular structure, C3H3Li2O3Pt in a non-equilibrium geometry.

Geometry as ORCA input:
```
! RIJCOSX wB97M-V def2-TZVPD def2/J DEFGRID3
* xyz 1 3
O 0.435 0.330 0.449
C 0.834 -0.932 0.821
C -0.932 0.666 0.562
O 1.856 -1.206 0.147
C -1.651 0.998 -0.532
Li 2.783 -2.869 -0.006
H -1.100 1.038 1.573
H -2.603 1.501 -0.350
H -1.695 0.348 -1.411
Li -0.865 -1.815 1.838
Pt 1.801 0.635 -0.852
O 1.139 1.305 -2.238
*
```

The calculation puts the electronic energy at -12944.7741 eV. Its largest force on an atom is 0.1252 hartree/bohr. The value obtained for the HOMO energy (spin up / spin down) is -9.469 / -10.036 eV. For the orbital gap (spin up / spin down), the calculation gives 4.76 / 5.29 eV. The expectation value of S² is 2.0165.

Calculated atomic charges, method natural (NBO), unit e: O -0.588; C 0.233; C -0.027; O -0.855; C -0.316; Li 0.985; H 0.199; H 0.229; H 0.238; Li 0.916; Pt 0.713; O -0.727



Entry 5:
DFT (wB97M-V/def2-TZVPD) results for a molecular structure, C3H3Li2O3Sr in a non-equilibrium geometry.

Geometry as ORCA input:
```
! RIJCOSX wB97M-V def2-TZVPD def2/J DEFGRID3
* xyz 1 1
O -1.528 0.165 0.714
Li -1.899 -0.440 2.448
C -0.288 0.180 0.565
O 0.158 -0.004 -0.685
C 1.605 0.266 -0.822
H 1.698 1.140 -1.485
H 2.021 -0.597 -1.364
Sr 2.066 0.499 1.472
C 0.258 -0.198 3.673
O 1.511 -0.436 3.544
Li 0.962 -2.506 3.848
H 0.061 0.902 3.768
*
```

The calculation puts the electronic energy at -10539.0398 eV. Its largest force on an atom is 0.0390 hartree/bohr. The value obtained for the HOMO energy is -10.272 eV. For the orbital gap, the calculation gives 5.71 eV.

Calculated atomic charges, method Löwdin, unit e: O -0.190; Li 0.730; C -0.551; O -0.186; C -0.402; H 0.024; H 0.017; Sr 1.550; C -0.274; O -0.544; Li 0.820; H 0.007



Entry 6:
DFT (wB97M-V/def2-TZVPD) results for a molecular structure, C3H3LiO4Zn in a non-equilibrium geometry.

Geometry as ORCA input:
```
! RIJCOSX wB97M-V def2-TZVPD def2/J DEFGRID3
* xyz 0 1
C 1.074 1.479 0.183
O 0.572 2.586 0.060
O 2.296 1.186 0.320
C 0.155 0.243 -0.119
O 0.575 -0.902 -0.146
O -1.109 0.541 -0.124
C -2.054 -0.533 -0.037
H -1.907 -1.080 0.902
H -3.040 -0.064 -0.064
H -1.926 -1.217 -0.885
Zn 3.491 -0.074 -0.409
Li 1.873 -2.165 0.316
*
```

The calculation puts the electronic energy at -59972.3752 eV. Its largest force on an atom is 0.0465 hartree/bohr. The value obtained for the HOMO energy is -6.853 eV. For the orbital gap, the calculation gives 6.00 eV.

Calculated atomic charges, method natural (NBO), unit e: C 0.686; O -0.590; O -0.965; C 0.733; O -0.775; O -0.438; C -0.268; H 0.191; H 0.213; H 0.197; Zn 0.222; Li 0.793



Entry 7:
DFT (wB97M-V/def2-TZVPD) results for a molecular structure, C3H3LuO3 in a non-equilibrium geometry.

Geometry as ORCA input:
```
! RIJCOSX wB97M-V def2-TZVPD def2/J DEFGRID3
* xyz 1 2
C 1.069 -0.477 -0.247
C -1.258 -0.381 0.115
O -0.157 -0.893 -0.572
O 1.264 0.746 -0.030
C -1.827 0.791 -0.308
H -1.926 -1.175 0.473
H -1.634 0.732 1.030
H -1.185 1.643 -0.555
O 1.994 -1.321 -0.125
Lu 3.661 0.336 0.217
*
```

The calculation puts the electronic energy at -42910.1468 eV. Its largest force on an atom is 0.0996 hartree/bohr. The value obtained for the HOMO energy (spin up / spin down) is -12.100 / -12.101 eV. For the orbital gap (spin up / spin down), the calculation gives 6.75 / 5.42 eV. The expectation value of S² is 0.7507.

Calculated atomic charges, method natural (NBO), unit e: C 0.986; C 0.024; O -0.503; O -0.815; C -0.384; H 0.234; H 0.277; H 0.204; O -0.804; Lu 1.781



Entry 8:
DFT (wB97M-V/def2-TZVPD) results for a single C3H3N molecule in a non-equilibrium geometry.

Geometry as ORCA input:
```
! RIJCOSX wB97M-V def2-TZVPD def2/J DEFGRID3
* xyz 0 1
C 0.966 -0.391 0.001
C -0.016 0.517 -0.001
C -1.398 0.107 -0.014
N -2.502 -0.253 0.009
H 2.006 -0.107 0.031
H 0.749 -1.450 -0.025
H 0.195 1.577 -0.001
*
```

The calculation puts the electronic energy at -4648.5241 eV. Its largest force on an atom is 0.0293 hartree/bohr. The value obtained for the HOMO energy is -10.630 eV. For the orbital gap, the calculation gives 10.98 eV. The SMILES is C=CC#N.

Calculated atomic charges, method natural (NBO), unit e: C -0.285; C -0.320; C 0.246; N -0.299; H 0.208; H 0.210; H 0.241



Entry 9:
DFT (wB97M-V/def2-TZVPD) results for a gas-phase ion, C3H3N2 (charge +1) in a non-equilibrium geometry.

Geometry as ORCA input:
```
! RIJCOSX wB97M-V def2-TZVPD def2/J DEFGRID3
* xyz 1 1
N 3.521 0.239 -0.149
C 2.440 -0.106 0.032
C 1.106 -0.381 0.224
C -0.283 -0.106 -0.542
N -1.557 0.088 0.043
H -1.422 0.019 1.011
H -1.912 -0.810 -0.343
H -1.893 1.057 -0.277
*
```

The calculation puts the electronic energy at -6124.3144 eV. Its largest force on an atom is 0.2359 hartree/bohr. The value obtained for the HOMO energy (spin up / spin down) is -15.031 / -15.056 eV. For the orbital gap (spin up / spin down), the calculation gives 7.45 / 7.52 eV. The SMILES is N#CC#C[NH3+].

Calculated atomic charges, method natural (NBO), unit e: N -0.020; C 0.064; C 0.124; C 0.139; N -0.775; H 0.462; H 0.500; H 0.506



Entry 10:
DFT (wB97M-V/def2-TZVPD) results for a gas-phase ion, C3H3N2 (charge +1) in a non-equilibrium geometry.

Geometry as ORCA input:
```
! RIJCOSX wB97M-V def2-TZVPD def2/J DEFGRID3
* xyz 1 1
C 1.407 -0.142 0.114
C 0.642 -1.225 -0.121
C -1.119 0.349 -0.009
N 1.360 1.031 -0.005
N -0.641 -0.840 0.054
H -2.144 0.588 0.256
H 1.789 1.884 -0.327
H -1.294 -1.646 0.038
*
```

The calculation puts the electronic energy at -6124.2526 eV. Its largest force on an atom is 0.0495 hartree/bohr. The value obtained for the HOMO energy (spin up / spin down) is -14.501 / -14.773 eV. For the orbital gap (spin up / spin down), the calculation gives 6.88 / 7.41 eV.

Calculated atomic charges, method natural (NBO), unit e: C 0.468; C 0.040; C 0.337; N -0.449; N -0.572; H 0.215; H 0.483; H 0.477